A structure of composition C41H28Br2N2O22S, computed with ωB97M-V/def2-TZVPD.

The net charge is 0. Its spin multiplicity is 1. The calculation puts the electronic energy at -8890.206211 hartree. The value obtained for the orbital gap is 7.47 eV. Its largest force on an atom is 0.6 eV/Å.

Last column: Löwdin charge in e.
Positions of all 96 atoms, in Å:
C (-0.37, -3.64, -0.73)  -0.099
C (0.03, -3.13, 0.62)  -0.755
Br (1.80, -3.52, 1.13)  0.772
C (-0.80, -2.48, 1.42)  -0.694
Br (-0.33, -1.93, 3.17)  0.867
C (-2.18, -2.15, 1.03)  -0.198
C (-2.49, -1.11, 0.22)  -0.144
C (-1.43, -0.20, -0.34)  -0.042
C (-0.62, 0.48, 0.73)  -0.531
O (0.59, 0.43, 0.81)  0.078
O (-1.38, 1.16, 1.61)  0.120
C (-3.86, -0.84, -0.11)  -0.003
C (-4.89, -1.58, 0.34)  0.000
C (-4.60, -2.67, 1.20)  -0.353
N (-5.46, -3.52, 1.76)  -0.226
S (-4.60, -4.54, 2.63)  1.022
N (-3.12, -4.00, 2.36)  -0.210
C (-3.25, -2.94, 1.54)  -0.315
H (-1.29, -4.22, -0.66)  0.092
H (-0.54, -2.82, -1.43)  0.073
H (0.42, -4.26, -1.16)  0.059
H (-0.72, -0.74, -0.97)  0.108
H (-1.90, 0.57, -0.95)  0.122
H (-0.92, 1.14, 2.46)  0.120
H (-4.07, 0.00, -0.76)  0.117
H (-5.91, -1.36, 0.07)  0.118
C (0.14, 4.11, -2.89)  0.059
C (1.01, 5.01, -3.34)  -0.226
C (2.44, 5.04, -2.86)  -0.286
O (3.17, 5.89, -3.35)  0.090
C (2.87, 4.08, -1.88)  0.082
C (1.99, 3.17, -1.42)  -0.223
C (0.57, 3.13, -1.93)  -0.309
O (-0.15, 2.24, -1.49)  0.083
O (2.30, 2.26, -0.51)  0.132
O (0.71, 5.94, -4.24)  0.130
H (-0.89, 4.07, -3.24)  0.140
H (3.89, 4.12, -1.53)  0.139
H (1.52, 1.71, -0.30)  0.085
H (1.53, 6.45, -4.41)  0.104
C (0.76, -1.52, -5.15)  0.077
C (0.80, -0.36, -4.47)  -0.217
C (1.31, 0.92, -5.10)  -0.284
O (1.32, 1.92, -4.41)  0.115
C (1.76, 0.89, -6.48)  0.078
C (1.71, -0.27, -7.15)  -0.235
C (1.20, -1.55, -6.53)  -0.312
O (1.19, -2.54, -7.24)  0.109
O (2.11, -0.40, -8.41)  0.122
O (0.40, -0.25, -3.22)  0.110
H (0.40, -2.43, -4.71)  0.134
H (2.13, 1.80, -6.91)  0.137
H (1.96, -1.34, -8.64)  0.122
H (0.49, 0.68, -2.94)  0.092
C (4.06, 8.64, -7.48)  0.072
C (4.33, 7.89, -6.40)  -0.227
C (5.71, 7.32, -6.15)  -0.310
O (5.86, 6.67, -5.14)  0.118
C (6.76, 7.58, -7.12)  0.073
C (6.48, 8.32, -8.20)  -0.240
C (5.11, 8.91, -8.44)  -0.317
O (4.98, 9.59, -9.45)  0.101
O (7.37, 8.61, -9.14)  0.114
O (3.43, 7.60, -5.48)  0.097
H (3.09, 9.06, -7.67)  0.134
H (7.73, 7.15, -6.94)  0.135
H (6.90, 9.17, -9.79)  0.118
H (3.84, 7.05, -4.78)  0.082
C (-6.19, -7.14, 5.94)  0.072
C (-7.07, -6.17, 5.65)  -0.244
C (-7.54, -5.17, 6.68)  -0.313
O (-8.33, -4.33, 6.29)  0.107
C (-7.03, -5.27, 8.03)  0.073
C (-6.15, -6.24, 8.32)  -0.237
C (-5.67, -7.23, 7.29)  -0.313
O (-4.86, -8.06, 7.67)  0.108
O (-5.63, -6.42, 9.53)  0.119
O (-7.60, -6.00, 4.45)  0.099
H (-5.84, -7.86, 5.21)  0.136
H (-7.38, -4.56, 8.76)  0.136
H (-5.02, -7.18, 9.45)  0.121
H (-8.20, -5.23, 4.52)  0.122
C (3.21, -1.73, 8.26)  0.074
C (3.03, -3.06, 8.17)  -0.236
C (1.98, -3.67, 7.28)  -0.308
O (1.91, -4.89, 7.27)  0.110
C (1.12, -2.79, 6.51)  0.062
C (1.30, -1.47, 6.60)  -0.240
C (2.36, -0.86, 7.48)  -0.311
O (2.44, 0.36, 7.47)  0.106
O (0.58, -0.58, 5.93)  0.060
O (3.74, -3.95, 8.85)  0.118
H (3.96, -1.29, 8.90)  0.136
H (0.37, -3.24, 5.88)  0.109
H (0.94, 0.30, 6.19)  0.120
H (3.40, -4.82, 8.59)  0.120